No. 1
This record from the OMol25 dataset describes a molecular structure, C23H31FN5O4ScSi at a distorted geometry. The level of theory is ωB97M-V/def2-TZVPD.

```
! RIJCOSX wB97M-V def2-TZVPD def2/J DEFGRID3
* xyz 2 1
H 3.9438 1.2611 -2.7473
N -0.3346 1.9693 1.1302
C 1.8294 -2.0879 -0.5545
C 4.4853 1.3481 -1.8087
O -1.7759 3.4329 -1.7022
H 5.3991 -2.9668 0.3407
H 1.3849 2.9654 -1.3129
H 2.8386 3.9208 -1.1732
C 2.6690 -1.0105 -0.2034
C 3.9876 -1.3962 0.1308
H -4.3577 -0.7524 1.1030
C -1.1603 2.5678 -0.9583
H -2.5084 -5.1032 0.9074
H 4.6910 -0.6342 0.4225
C 4.3828 -2.7169 0.0871
C 3.5070 -3.7304 -0.2813
N -2.8888 -3.0390 0.9924
C 4.2117 1.8879 1.3395
H -2.8395 0.4622 -0.4055
H -1.9000 3.1585 -2.6309
H 5.1699 2.1851 -1.9091
H 3.8089 1.2417 2.1165
C -2.1075 -4.3500 2.8957
H -1.6526 4.9917 0.4691
F 0.4925 -1.7138 -0.9344
H 0.0533 -2.0672 1.8497
H -2.0967 -5.3447 3.3365
H 1.8734 3.6392 0.2445
H 5.2745 1.6756 1.2564
H -0.9512 5.3499 2.8390
C -0.7800 4.3992 2.3564
H -3.9673 -3.1191 -0.8065
H -0.1193 -3.7215 3.4772
N -1.6920 -1.0427 0.5093
C 2.1959 -3.4069 -0.6074
H 0.1441 3.5332 4.0775
H 3.8385 -4.7543 -0.3357
O 1.1986 0.8473 4.1274
H -2.5646 -3.6590 3.6063
Si 3.3096 1.6252 -0.3339
N 2.1793 0.2611 -0.2364
C -4.0460 -2.6782 0.1962
C 2.2347 3.1747 -0.6682
C -0.6900 -3.9119 2.5663
H -2.6070 -1.0051 -1.3918
C -0.9093 2.9696 0.4560
H 1.4915 -4.1591 -0.9185
C 0.6910 0.9161 2.9240
H -0.1739 -4.6979 2.0013
H 5.0803 0.4486 -1.6923
C -2.8007 -0.6332 -0.3716
C -4.1420 -1.1661 0.1162
Sc 0.1475 0.0362 0.0773
H -4.9324 -0.8679 -0.5696
C -1.8054 -2.2488 1.0683
C -2.9110 -4.3580 1.6038
H -4.9403 -3.0853 0.6732
N -0.7366 -2.6952 1.7726
O 0.7727 -0.0527 2.1612
C -0.1640 3.3685 3.0549
H -3.9504 -4.6209 1.8124
C -1.1723 4.2074 1.0321
H 4.1306 2.9178 1.6774
H 1.0950 1.6371 4.6817
O -0.7786 1.4602 -1.3395
C 0.0374 2.1468 2.4070
*
```

For the energy above the lowest of the compared OMol25 structures with the same formula, charge and spin, the calculation gives 0.217 eV. The value obtained for the molar mass is 533.57 g/mol. For the HOMO energy, the calculation gives -12.858 eV. As for the orbital gap: 5.500 eV.

Here are the Mulliken charges for atoms 1 to 2, given in e: 0.3361 0.7853


No. 2
This record from the OMol25 dataset describes C23H31N3O3 in the gas phase. The level of theory is ωB97M-V/def2-TZVPD.

```
! RIJCOSX wB97M-V def2-TZVPD def2/J DEFGRID3
* xyz 0 1
H -1.2486 2.2780 -1.1755
H -5.3300 -1.1631 0.6376
H -1.5889 -2.3397 -2.5182
H -0.1868 1.2175 -2.1039
H 0.5146 -1.8902 -0.9730
C -4.4557 1.2383 -0.3902
H -0.2344 1.2694 1.6428
H -3.7211 -1.5149 -1.0285
H -4.0558 -1.2856 1.8675
N -3.3723 3.2194 0.3766
H 2.1691 -1.2257 1.8502
C 1.9162 1.4752 -0.1674
C 1.5150 0.4677 0.6997
H 0.6623 -3.6300 -0.7360
C 3.7840 -0.3692 0.7897
H 6.1508 -2.5419 1.3535
C -1.6035 -0.3690 -0.7234
C -0.3723 1.6226 -1.1037
H 0.5090 -2.5689 0.6567
C 0.8434 2.4138 -0.6226
H -2.8032 -3.4727 -1.9200
C -1.7522 -3.2019 -1.8760
H 6.9834 1.4953 -1.5446
C 5.8389 -1.6406 0.8267
C -2.0462 -1.6011 0.0738
C -1.7692 -4.0489 0.4692
C 3.2410 1.5545 -0.5594
H -2.9039 0.7178 2.5558
C -4.2773 -0.9507 0.8484
H 5.7845 -1.8463 -0.2443
O 5.5143 0.7108 -0.4489
N -0.6963 0.4970 -0.2311
O -2.1213 -0.1537 -1.8133
C -3.2605 1.2170 1.6651
H -5.0453 0.7534 -1.1530
H -1.8298 -1.4912 1.1388
O 4.5702 -1.3271 1.3584
C 4.1900 0.6508 -0.0936
H -2.3810 3.1216 2.1545
C -4.0171 0.5292 0.7237
H 6.5642 -0.8441 1.0051
N -3.4882 -1.7583 -0.0681
C 2.4466 -0.4374 1.1694
H 3.5325 2.3434 -1.2325
C -4.1041 2.5704 -0.5140
C 5.9196 1.6724 -1.3905
H 5.3923 1.5518 -2.3423
H 0.5485 3.0550 0.2133
H -0.1977 -0.5020 1.5445
C -1.3409 -2.8908 -0.4366
H -1.3622 -4.9858 0.0987
C -2.9698 2.5530 1.4448
H -4.4182 3.1521 -1.3717
C 0.0463 0.4122 1.0129
H 5.7744 2.6908 -1.0171
H -1.1652 -4.0341 -2.2572
C 0.1778 -2.7283 -0.3668
H 1.1909 3.0587 -1.4313
H -1.4121 -3.8981 1.4864
H -2.8534 -4.1172 0.4889
*
```

The SMILES is COc1cc2c(cc1OC)CN(C(=O)[C@@H](NCc1ccncc1)C(C)(C)C)CC2. For the energy above the lowest of the compared OMol25 structures with the same formula, charge and spin, the calculation gives 3.096 eV. The value obtained for the molar mass is 397.52 g/mol. For the HOMO energy, the calculation gives -8.054 eV. As for the orbital gap: 8.719 eV.

Here are the Mulliken charges for atoms 1 to 2, given in e: 0.2462 0.4971


No. 3
This record from the OMol25 dataset describes C23H31N3O4S2 in the gas phase at a distorted geometry. The level of theory is ωB97M-V/def2-TZVPD.

```
! RIJCOSX wB97M-V def2-TZVPD def2/J DEFGRID3
* xyz 0 1
C -6.3346 2.6494 -1.2825
H 6.0106 3.3007 2.3286
H -2.0474 -4.1834 0.1448
C 5.2897 0.1085 -1.3677
N -4.6867 1.5714 0.1458
O 2.7377 -4.2341 -1.0439
H 4.0166 2.6958 1.1813
H 2.9689 0.5289 1.0571
H 4.7361 4.6496 0.6005
C 2.6522 -2.1235 0.0708
C 5.8189 4.4931 0.5279
H -0.5219 -0.1604 -0.7598
C -2.5499 0.5701 -0.5766
H -6.2588 0.8341 1.3702
C -3.7514 0.4826 0.3664
C 0.7331 -2.9623 1.4783
H -6.0707 0.5160 -1.0660
H -6.9559 2.5357 -2.1725
C -5.6160 1.7253 1.2532
C -0.9944 -2.6008 -0.8827
N 1.1650 -3.8673 0.5738
H -0.1043 -5.3668 1.2081
H 7.5003 4.0882 1.8088
H 0.2510 -4.7661 -1.7760
C -0.3766 -5.0495 -0.9290
S 1.6806 -1.4892 1.3797
H -5.8635 3.8452 0.9639
H 6.2180 5.0414 2.5681
C 2.2303 -3.4931 -0.2365
C 4.3907 1.9824 0.4641
H 6.7103 1.5972 -1.9544
C 5.8911 1.3392 -1.3020
O -7.2189 2.8223 -0.2013
H -4.2492 -0.4989 0.2635
H -5.6987 3.5412 -1.3898
C 3.7906 0.7432 0.3921
C 0.4945 -5.1267 0.3264
C -1.3874 -0.3038 -0.1078
H 6.2691 5.3941 0.1026
H -2.2120 -4.1682 -1.6190
H -2.4520 -2.0353 0.4335
C 6.4239 4.2102 1.8995
H 5.6414 -0.6200 -2.0829
H -2.8295 0.2659 -1.5857
C 4.2231 -0.2275 -0.5166
H -5.0488 1.8725 2.1748
S -0.4870 -3.1696 2.5483
C -1.5094 -4.0328 -0.7927
H -3.3908 0.5709 1.3954
H -4.7492 1.3534 -1.9275
H -2.2185 1.6083 -0.6103
H -7.2401 3.0576 1.7945
H 1.2708 -5.8831 0.1840
O 6.1149 3.4786 -0.4143
O -0.0323 -2.2821 -1.5552
C -6.4986 2.9473 1.0014
H 4.0715 -2.1747 -1.3948
C 5.4551 2.3004 -0.3801
C 3.6469 -1.5355 -0.6275
H -0.7888 -6.0416 -1.1155
H -1.1075 -0.0379 0.9181
C -5.4411 1.4246 -1.0882
N -1.7112 -1.7110 -0.1669
*
```

The SMILES is CCOc1ccc(/C=C2\SC(=S)N(CCCC(=O)NCCCN3CCOCC3)C2=O)cc1. For the energy above the lowest of the compared OMol25 structures with the same formula, charge and spin, the calculation gives 0.162 eV. The value obtained for the molar mass is 477.65 g/mol. For the HOMO energy, the calculation gives -7.969 eV. As for the orbital gap: 7.357 eV.

Here are the Mulliken charges for atoms 1 to 2, given in e: -0.7549 0.3390